The following is a DFT calculation (the ωB97M-V functional and the def2-TZVPD basis) of a structure of composition CH6NP in a non-equilibrium geometry.

Calculated values
- M (g/mol) = 63.04
- E_LUMO (eV) = 0.99
- total energy (eV) = -11911.7389
- energy relative to the best compared isomer or geometry (same formula, charge and spin) (kJ/mol) = 101.2

```
9
Properties=species:S:1:pos:R:3:nbo_charge:R:1
P 0.649 -0.755 0.029 0.806
N 1.422 0.739 -0.224 -1.160
C -1.085 -0.337 -0.374 -0.986
H -1.847 -1.053 0.192 0.255
H -1.326 0.674 -0.164 0.217
H 0.460 -0.898 1.808 -0.147
H 2.138 0.713 0.531 0.398
H 0.829 1.522 -0.320 0.380
H -1.239 -0.605 -1.479 0.237
```